Record 1
9
Properties=species:S:1:pos:R:3:forces:R:3:lowdin_charge:R:1 method="wB97M-V/def2-TZVPD" de_lowest_kcal_mol=11.2 smiles=OB(O)CBr orbital_gap_ha=0.348 e_tot_ev=-75917.6565 e_homo_ev=-9.4
O -0.072923 1.468382 0.196292 -0.09 2.70 -0.18 0.165
B -0.023479 0.160365 0.367778 -1.58 -0.98 -0.87 -0.957
O 0.950908 -0.548089 0.889875 4.79 0.41 2.79 0.166
C -1.193425 -0.659704 -0.343044 2.59 -0.31 -1.93 -0.590
Br -2.853612 0.068904 0.071385 -1.62 0.69 0.02 0.697
H 0.590133 2.118104 0.468409 -0.16 -0.67 0.04 0.124
H 1.760692 -0.008318 1.313226 -2.84 -1.80 -1.54 0.192
H -0.800531 -0.366545 -1.483539 -1.66 -1.37 2.49 0.140
H -1.273802 -1.758146 -0.090409 0.56 1.32 -0.80 0.063


Record 2
8
Properties=species:S:1:pos:R:3:forces:R:3:lowdin_charge:R:1 method="wB97M-V/def2-TZVPD" de_lowest_kcal_mol=133.9 orbital_gap_ha=0.330 e_tot_ev=-149060.4167 e_homo_ev=-9.7
C 0.242803 0.863394 -0.061784 2.95 -0.20 -1.04 -1.399
Si -0.415450 -0.915802 0.095632 1.24 0.06 -1.70 0.459
Br -0.402527 2.142443 -1.484038 0.60 -1.47 1.10 0.467
Br 0.549143 1.846659 1.568378 -0.17 -0.38 -0.34 0.511
H 1.908909 0.235539 -0.466634 -3.52 1.42 0.61 0.185
H 0.283179 -1.549355 1.241531 0.54 0.03 -0.54 -0.059
H -0.445002 -1.452547 -1.371598 0.60 0.26 1.32 -0.035
H -1.721055 -1.170331 0.478513 -2.24 0.27 0.60 -0.128